No. 1
Molecular formula: C5H13N
Method: DFT, the ωB97M-V functional and the def2-TZVPD basis

Expectation value of S²: 0.754
Energy relative to the best compared isomer or geometry (same formula, charge and spin) (kJ/mol): 316.9
Total charge: +1
E_tot (eV): -6874.4767
Multiplicity: 2
Gap between HOMO and LUMO (alpha / beta) (eV): 9.85 / 9.64
F_max (Eh/bohr): 0.0469

The geometry in XYZ format:
```
19
Properties=species:S:1:pos:R:3:lowdin_charge:R:1
C -2.01 -1.56 -0.98 -0.157
N -0.97 -0.65 -1.40 0.030
C -0.41 0.85 0.80 0.109
C 0.96 1.20 0.88 -0.301
C 0.89 -0.34 1.33 -0.010
C 1.65 1.35 -0.48 -0.025
H -2.00 -1.67 0.10 0.070
H -1.89 -2.57 -1.38 0.097
H -2.97 -1.16 -1.31 0.104
H -0.97 -0.72 -2.42 0.084
H -1.10 1.30 1.52 0.137
H -0.84 0.37 -0.16 0.054
H 1.29 1.86 1.66 0.156
H 1.94 -0.64 1.29 0.159
H 0.46 -1.14 0.72 0.110
H 0.62 -0.50 2.37 0.117
H 1.49 0.39 -0.97 0.077
H 2.72 1.50 -0.47 0.091
H 1.13 2.09 -1.08 0.099
```

---

No. 2
Molecular formula: C4H31NO10S
Method: DFT, the ωB97M-V functional and the def2-TZVPD basis

Energy relative to the best compared isomer or geometry (same formula, charge and spin) (kJ/mol): 358.9
E_tot (eV): -37447.8540
Gap between HOMO and LUMO (eV): 8.86
F_max (Eh/bohr): 0.1337
SMILES: CNCCCS.O.O.O.O.O.O.O.O.O.O

The geometry in XYZ format:
```
47
Properties=species:S:1:pos:R:3:lowdin_charge:R:1
C -2.31 -1.64 -0.53 -0.264
C -3.21 -0.92 0.53 -0.536
S -3.34 -1.69 2.18 0.743
C -1.00 -2.30 -0.26 -0.236
N 0.27 -1.59 0.05 -0.136
C 1.08 -1.97 1.26 -0.093
H -3.01 -2.36 -1.06 0.128
H -2.12 -0.93 -1.40 0.119
H -4.22 -1.03 0.04 0.074
H -2.97 0.13 0.65 0.053
H -2.48 -0.92 2.71 -0.237
H -1.15 -2.88 0.79 0.134
H -0.72 -2.82 -1.11 0.069
H 0.08 -0.68 0.12 0.038
H 0.37 -2.30 2.11 0.097
H 1.75 -1.08 1.50 0.049
H 1.64 -2.91 0.87 0.111
H 3.36 -0.53 -0.36 0.011
H 4.39 -0.22 0.65 -0.049
O 3.62 -0.61 0.60 -0.037
H 3.74 2.40 -1.14 -0.032
H 3.13 1.21 -1.52 -0.005
O 3.81 1.54 -0.96 0.020
H 1.56 0.33 2.55 0.034
H 1.94 0.99 3.79 0.005
O 1.43 1.14 3.07 0.007
H 1.55 1.74 -1.43 0.035
H 0.49 2.14 -2.26 0.111
O 1.45 2.56 -1.99 -0.127
H -0.28 -2.08 -2.95 -0.053
H 1.15 -1.89 -3.44 0.073
O 0.21 -1.49 -3.43 -0.049
H 0.09 2.56 1.28 -0.023
H -0.90 3.67 1.06 0.018
O -0.76 2.78 1.15 0.051
H -0.63 3.52 -2.36 0.108
H -0.71 2.91 -0.90 0.019
O -1.19 2.93 -1.75 -0.096
H -1.76 0.75 4.00 0.067
H -0.39 0.77 3.47 -0.033
O -1.12 0.19 3.54 -0.083
H -3.73 0.94 -1.76 -0.010
H -2.80 2.24 -1.46 0.012
O -3.72 1.88 -1.67 -0.083
H 3.14 -1.84 -1.38 0.055
H 1.74 -1.41 -1.15 -0.001
O 2.50 -1.23 -1.73 -0.058
```

---

No. 3
Molecular formula: C50H58N4O4SeW
Method: DFT, the ωB97M-V functional and the def2-TZVPD basis

Total charge: +2
E_tot (eV): -134102.3267
Gap between HOMO and LUMO (eV): 6.05
F_max (Eh/bohr): 0.0284

The geometry in XYZ format:
```
118
Properties=species:S:1:pos:R:3:lowdin_charge:R:1
W 0.07 1.65 0.32 1.967
O -1.94 1.98 0.76 -0.354
C -2.89 2.24 -0.13 -0.323
C -4.11 1.55 -0.09 0.024
C -5.11 1.91 -0.96 -0.014
C -4.95 2.96 -1.87 -0.050
C -3.77 3.66 -1.90 -0.011
C -2.72 3.28 -1.04 -0.154
C -1.54 4.07 -0.92 -0.047
N -0.46 3.76 -0.29 -0.081
C 0.50 4.86 -0.07 -0.150
C 1.61 4.27 0.75 -0.176
N 1.83 2.97 0.13 -0.083
C 2.85 2.89 -0.67 -0.035
C 3.23 1.82 -1.50 -0.162
C 4.39 1.91 -2.31 -0.004
C 4.77 0.86 -3.10 -0.049
C 3.99 -0.32 -3.08 -0.023
C 2.86 -0.43 -2.31 0.019
C 2.47 0.65 -1.51 -0.318
O 1.39 0.55 -0.78 -0.174
H -4.24 0.76 0.64 0.127
H -6.05 1.37 -0.93 0.124
H -5.76 3.23 -2.54 0.120
H -3.63 4.50 -2.57 0.132
H -1.58 5.08 -1.35 0.163
H 0.02 5.71 0.42 0.137
H 0.89 5.20 -1.04 0.140
H 1.31 4.14 1.79 0.101
H 2.51 4.88 0.73 0.136
H 3.51 3.76 -0.68 0.153
H 4.97 2.82 -2.29 0.127
H 5.65 0.92 -3.72 0.117
H 4.29 -1.16 -3.70 0.122
H 2.26 -1.33 -2.30 0.130
C 1.46 -5.52 2.14 -0.037
C 1.68 -4.55 3.31 -0.555
C 0.58 -4.77 4.36 -0.034
C 3.04 -4.86 3.94 -0.055
C 1.58 -3.11 2.81 -0.133
C 0.45 -2.69 2.13 -0.027
C 0.38 -1.38 1.70 -0.379
Se -1.20 -0.58 1.09 1.349
C -1.55 -1.05 -0.72 -0.353
C -2.22 -2.21 -1.02 -0.033
C -2.63 -2.44 -2.34 -0.136
C -2.31 -1.47 -3.28 0.057
C -1.63 -0.27 -3.01 -0.061
C -1.30 -0.06 -1.68 -0.252
O -0.77 1.13 -1.23 -0.312
C -1.33 0.67 -4.19 -0.515
C -0.60 -0.14 -5.28 -0.028
C -0.43 1.85 -3.84 -0.033
C -2.65 1.21 -4.74 -0.017
C -3.41 -3.71 -2.68 -0.555
C -2.59 -4.94 -2.27 -0.036
C -3.73 -3.80 -4.17 -0.054
C -4.73 -3.69 -1.89 -0.035
C 1.37 -0.45 1.98 -0.299
O 1.15 0.85 1.59 -0.375
C 2.54 -0.83 2.64 -0.057
C 2.59 -2.17 3.04 0.067
C 3.76 0.10 2.84 -0.515
C 3.39 1.36 3.62 -0.032
C 4.89 -0.61 3.59 -0.051
C 4.28 0.50 1.45 -0.016
H 1.51 -6.55 2.49 0.095
H 2.22 -5.39 1.37 0.096
H 0.48 -5.38 1.67 0.075
H 0.66 -5.78 4.78 0.095
H -0.42 -4.67 3.94 0.082
H 0.68 -4.06 5.19 0.094
H 3.06 -5.90 4.25 0.095
H 3.22 -4.25 4.83 0.092
H 3.86 -4.70 3.24 0.094
H -0.37 -3.37 1.93 0.116
H -2.43 -2.93 -0.24 0.114
H -2.60 -1.65 -4.30 0.102
H 0.33 -0.56 -4.90 0.092
H -0.36 0.51 -6.12 0.095
H -1.21 -0.96 -5.67 0.083
H 0.50 1.54 -3.35 0.080
H -0.93 2.58 -3.20 0.068
H -0.15 2.36 -4.77 0.099
H -3.30 0.40 -5.10 0.091
H -2.46 1.88 -5.58 0.099
H -3.20 1.76 -3.97 0.073
H -1.65 -4.98 -2.82 0.095
H -3.15 -5.84 -2.49 0.095
H -2.36 -4.94 -1.20 0.076
H -2.83 -3.84 -4.78 0.094
H -4.35 -2.96 -4.51 0.092
H -4.29 -4.71 -4.36 0.095
H -4.56 -3.72 -0.81 0.081
H -5.33 -4.56 -2.16 0.094
H -5.31 -2.79 -2.12 0.093
H 3.48 -2.51 3.54 0.089
H 2.98 1.11 4.60 0.098
H 2.68 1.99 3.09 0.058
H 4.29 1.95 3.79 0.096
H 4.58 -0.92 4.60 0.099
H 5.72 0.09 3.70 0.096
H 5.26 -1.48 3.06 0.095
H 3.52 1.03 0.89 0.045
H 4.59 -0.38 0.87 0.108
H 5.15 1.15 1.56 0.103
N -3.35 6.27 3.74 0.200
C -2.63 5.38 3.78 -0.153
C -1.74 4.24 3.82 -0.167
C -1.37 3.62 5.01 0.037
C -0.51 2.54 4.94 0.008
C -0.05 2.12 3.71 -0.079
N -0.41 2.71 2.56 -0.006
C -1.24 3.75 2.63 -0.072
H -1.75 3.98 5.96 0.142
H -0.19 2.02 5.84 0.128
H 0.62 1.29 3.63 0.097
H -1.55 4.21 1.70 0.113
```

---

No. 4
Molecular formula: C4H7NO
Method: DFT, the ωB97M-V functional and the def2-TZVPD basis

Energy relative to the best compared isomer or geometry (same formula, charge and spin) (kJ/mol): 328.3
E_tot (eV): -7796.2416
Gap between HOMO and LUMO (eV): 10.58
F_max (Eh/bohr): 0.0222
SMILES: C=CC#N.[H][H].C=O

The geometry in XYZ format:
```
13
Properties=species:S:1:pos:R:3:lowdin_charge:R:1
C 1.31 0.90 -0.40 0.043
C 0.87 1.55 0.67 -0.159
C -1.73 -0.98 0.11 -0.177
O -1.61 -0.58 -1.03 -0.062
C 0.14 0.89 1.72 -0.239
N -0.46 0.35 2.54 0.155
H 1.84 1.42 -1.19 0.074
H 1.15 -0.17 -0.53 0.028
H 0.85 -1.99 -2.05 0.051
H 1.02 2.62 0.79 0.102
H -2.52 -0.60 0.78 0.081
H -1.04 -1.72 0.54 0.081
H 0.18 -1.68 -1.94 0.024
```

---

No. 5
Molecular formula: C33H41NO10P4S3W
Method: DFT, the ωB97M-V functional and the def2-TZVPD basis

Energy relative to the best compared isomer or geometry (same formula, charge and spin) (kJ/mol): 0.0
E_tot (eV): -128348.4505
Gap between HOMO and LUMO (eV): 7.22
F_max (Eh/bohr): 0.0162

The geometry in XYZ format:
```
93
Properties=species:S:1:pos:R:3:lowdin_charge:R:1
W 0.06 0.26 -0.04 1.136
S -1.06 -1.60 1.22 0.453
P -2.56 -0.25 1.42 0.665
C -1.60 1.07 0.68 -0.714
P 0.03 2.39 0.97 0.601
S 1.93 1.24 0.99 0.445
C 0.36 3.90 0.05 -0.321
C 1.56 4.12 -0.60 -0.088
C 1.76 5.27 -1.34 -0.061
C 0.75 6.23 -1.42 -0.078
C -0.45 6.02 -0.76 -0.091
C -0.66 4.85 -0.04 -0.101
C -0.01 2.70 2.76 -0.327
C 0.02 1.64 3.66 -0.112
C -0.07 1.87 5.02 -0.080
C -0.17 3.17 5.50 -0.085
C -0.19 4.23 4.61 -0.077
C -0.11 4.00 3.24 -0.063
C -4.12 -0.62 0.62 -0.307
C -5.32 -0.63 1.33 -0.071
C -6.51 -0.90 0.67 -0.075
C -6.50 -1.17 -0.69 -0.070
C -5.30 -1.18 -1.40 -0.061
C -4.11 -0.90 -0.74 -0.073
C -2.91 0.14 3.14 -0.361
C -2.61 -0.76 4.16 -0.090
C -2.86 -0.43 5.48 -0.076
C -3.39 0.82 5.78 -0.077
C -3.67 1.73 4.78 -0.066
C -3.44 1.40 3.45 -0.077
H 2.34 3.37 -0.55 0.071
H 2.69 5.42 -1.87 0.110
H 0.91 7.13 -1.99 0.105
H -1.24 6.76 -0.83 0.106
H -1.62 4.67 0.43 0.108
H 0.12 0.62 3.30 0.080
H -0.05 1.04 5.71 0.107
H -0.23 3.36 6.57 0.103
H -0.26 5.25 4.98 0.103
H -0.12 4.84 2.56 0.100
H -5.33 -0.42 2.40 0.102
H -7.44 -0.90 1.22 0.105
H -7.43 -1.39 -1.20 0.106
H -5.28 -1.40 -2.45 0.113
H -3.18 -0.91 -1.29 0.075
H -2.17 -1.72 3.91 0.091
H -2.64 -1.13 6.26 0.108
H -3.58 1.08 6.82 0.107
H -4.07 2.71 5.02 0.110
H -3.63 2.11 2.66 0.114
N -0.84 0.57 -4.76 0.126
C 0.20 -0.19 -3.97 -0.478
C 1.05 -0.97 -4.96 -0.073
P -0.82 -1.32 -2.91 0.343
O 0.09 -2.58 -2.62 -0.114
O -2.02 -1.64 -3.71 -0.275
O -1.07 -0.57 -1.59 -0.510
P 1.18 1.16 -3.13 0.338
O 2.66 0.66 -3.11 -0.115
O 1.01 2.32 -4.05 -0.288
O 0.63 1.34 -1.72 -0.497
H -1.40 -0.09 -5.30 0.144
H -0.34 1.28 -5.31 0.139
H -1.47 1.10 -4.11 0.045
H 0.44 -1.69 -5.51 0.091
H 1.82 -1.52 -4.43 0.085
H 1.54 -0.30 -5.67 0.093
H 0.71 -2.36 -1.89 0.044
H 2.97 0.06 -2.36 0.049
C 2.90 -3.72 0.31 0.002
C 3.07 -2.27 0.73 -0.552
C 4.49 -1.97 1.20 -0.013
O 2.14 -2.06 1.78 -0.065
C 2.71 -1.40 -0.49 -0.581
O 3.59 -0.93 -1.20 0.070
O 1.44 -1.28 -0.76 -0.271
H 3.17 -4.37 1.15 0.093
H 3.54 -3.96 -0.54 0.100
H 1.86 -3.92 0.05 0.091
H 4.71 -2.60 2.06 0.091
H 4.59 -0.92 1.48 0.087
H 5.21 -2.17 0.41 0.091
H 2.22 -1.15 2.08 0.031
C -3.99 2.65 -2.54 -0.369
S -2.19 2.55 -2.54 0.819
C -1.80 4.06 -3.44 -0.371
O -1.79 2.38 0.96 -0.303
H -4.32 3.56 -2.04 0.040
H -4.36 1.79 -1.98 0.017
H -4.40 2.62 -3.55 0.039
H -2.27 4.07 -4.42 0.041
H -0.71 4.07 -3.56 0.021
H -2.11 4.94 -2.87 0.028
```

---

No. 6
Molecular formula: C27H14BrF5N3O2PdS
Method: DFT, the ωB97M-V functional and the def2-TZVPD basis

Expectation value of S²: 6.095
Energy relative to the best compared isomer or geometry (same formula, charge and spin) (kJ/mol): 48.7
Total charge: +1
E_tot (eV): -134727.5985
Multiplicity: 5
Gap between HOMO and LUMO (alpha / beta) (eV): 7.00 / 4.86
F_max (Eh/bohr): 0.0065

The geometry in XYZ format:
```
54
Properties=species:S:1:pos:R:3:lowdin_charge:R:1
Pd -0.20 -0.12 0.15 0.844
Br 5.08 4.35 -2.25 0.862
C 4.14 2.80 -1.85 -0.662
C 4.01 1.79 -2.83 -0.093
C 3.32 0.66 -2.53 0.045
C 2.70 0.45 -1.24 -0.357
O 2.08 -0.59 -1.00 0.018
C 2.85 1.53 -0.25 -0.098
C 2.31 1.45 1.10 -0.063
N 1.38 0.67 1.48 0.034
C 1.01 0.65 2.85 -0.183
C 1.87 0.88 3.88 0.004
C 1.40 0.89 5.22 -0.045
C 0.08 0.66 5.49 -0.011
C -0.83 0.38 4.45 -0.138
C -2.21 0.14 4.66 0.017
C -3.02 -0.12 3.59 -0.020
C -2.45 -0.19 2.31 -0.099
N -1.17 0.01 2.08 0.003
C -0.35 0.33 3.12 -0.148
C 3.58 2.65 -0.58 -0.061
H 4.46 1.93 -3.80 0.113
H 3.20 -0.15 -3.25 0.130
H 2.76 2.15 1.80 0.138
H 2.92 1.05 3.69 0.119
H 2.10 1.08 6.02 0.116
H -0.28 0.68 6.51 0.123
H -2.60 0.18 5.66 0.128
H -4.08 -0.29 3.71 0.116
H -3.06 -0.41 1.44 0.116
H 3.71 3.44 0.15 0.118
S -1.03 2.08 -0.53 0.628
C -0.97 1.41 -2.15 -0.753
C -1.46 2.04 -3.29 -0.088
C -1.37 1.38 -4.49 -0.057
C -0.80 0.11 -4.55 -0.063
C -0.34 -0.45 -3.37 -0.139
N -0.42 0.19 -2.20 -0.055
H -1.90 3.03 -3.21 0.108
H -1.74 1.85 -5.40 0.113
H -0.72 -0.44 -5.48 0.105
H 0.12 -1.43 -3.35 0.115
F -2.22 -6.88 1.18 0.194
C -2.16 -5.63 0.79 -0.096
C -1.00 -4.88 1.08 -0.131
F -0.02 -5.47 1.74 0.162
C -0.92 -3.58 0.68 -0.112
F 0.17 -2.87 0.92 0.123
C -2.00 -2.94 -0.04 -0.257
O -1.96 -1.76 -0.42 0.038
C -3.17 -3.77 -0.30 -0.108
F -4.17 -3.20 -0.94 0.175
C -3.24 -5.07 0.11 -0.132
F -4.30 -5.82 -0.13 0.165
```

---

No. 7
Molecular formula: C44H42FN10O6Sr
Method: DFT, the ωB97M-V functional and the def2-TZVPD basis

Energy relative to the best compared isomer or geometry (same formula, charge and spin) (kJ/mol): 149.7
Total charge: -1
E_tot (eV): -77052.3924
Gap between HOMO and LUMO (eV): 2.88
F_max (Eh/bohr): 0.0121

The geometry in XYZ format:
```
104
Properties=species:S:1:pos:R:3:lowdin_charge:R:1
Sr -0.04 -0.46 -0.27 1.561
O -1.94 0.88 0.19 -0.249
C -2.21 1.93 0.87 -0.409
C -3.51 2.11 1.42 -0.042
C -3.86 3.23 2.16 -0.144
C -2.93 4.25 2.39 -0.146
C -1.65 4.09 1.87 -0.087
C -1.26 2.97 1.14 -0.156
C 0.14 2.93 0.71 -0.111
N 0.70 1.94 0.12 -0.104
N 2.05 2.08 -0.14 0.039
C 2.48 1.15 -0.98 -0.532
O 1.80 0.28 -1.62 -0.221
C 3.98 1.12 -1.13 -0.148
C 4.78 2.23 -0.87 -0.047
C 6.16 2.14 -0.98 -0.107
C 6.76 0.94 -1.33 -0.118
C 5.97 -0.17 -1.58 -0.093
C 4.58 -0.08 -1.50 -0.030
H -4.23 1.33 1.23 0.099
H -4.87 3.32 2.54 0.086
H -3.19 5.13 2.95 0.071
H -0.90 4.86 2.06 0.102
H 0.75 3.81 0.94 0.116
H 4.29 3.15 -0.57 0.097
H 6.77 3.02 -0.78 0.089
H 7.84 0.87 -1.39 0.088
H 6.43 -1.12 -1.83 0.096
H 3.95 -0.93 -1.70 0.112
C -3.33 -7.67 1.93 -0.069
C -1.86 -7.28 1.97 -0.200
N -1.66 -5.84 1.87 -0.043
C -1.38 -5.30 0.65 0.026
C -1.19 -3.99 0.37 -0.004
C -0.91 -3.65 -1.12 -0.639
O -0.85 -4.63 -1.87 -0.011
O -0.79 -2.43 -1.40 -0.170
C -1.26 -3.05 1.47 -0.291
O -1.00 -1.86 1.46 -0.096
C -1.70 -3.63 2.77 -0.024
C -1.84 -2.74 3.83 0.103
C -2.09 -3.24 5.07 -0.189
F -2.27 -2.40 6.13 0.051
C -2.18 -4.61 5.31 -0.182
C -2.08 -5.49 4.25 0.059
C -1.84 -5.00 2.96 -0.127
N -2.32 -5.13 6.64 -0.103
C -3.68 -5.26 7.11 -0.150
C -3.71 -6.24 8.27 -0.092
N -2.76 -5.74 9.34 0.054
C -1.36 -5.55 8.80 -0.083
C -1.44 -4.58 7.65 -0.151
H -3.44 -8.75 2.01 0.073
H -3.78 -7.35 0.99 0.083
H -3.88 -7.21 2.75 0.064
H -1.32 -7.73 1.14 0.123
H -1.37 -7.64 2.88 0.109
H -1.29 -5.99 -0.18 0.138
H -1.70 -1.67 3.66 0.119
H -2.12 -6.55 4.46 0.111
H -4.31 -5.64 6.32 0.144
H -4.11 -4.30 7.44 0.140
H -3.34 -7.21 7.96 0.138
H -4.69 -6.33 8.72 0.133
H -2.75 -6.37 10.14 0.177
H -3.09 -4.83 9.67 0.179
H -1.00 -6.52 8.48 0.140
H -0.74 -5.17 9.62 0.137
H -0.45 -4.43 7.23 0.159
H -1.77 -3.60 8.02 0.129
C -2.16 6.42 5.55 -0.077
C -1.37 5.53 6.50 -0.210
N -1.19 4.17 6.02 -0.052
C -1.94 3.12 6.69 -0.220
C -3.42 3.12 6.32 -0.073
C -0.23 3.98 5.06 -0.407
O 0.44 4.93 4.67 0.049
C 0.03 2.61 4.51 -0.118
C 1.35 2.29 4.23 0.003
C 1.65 1.05 3.70 -0.028
C 0.60 0.17 3.46 -0.130
N -0.68 0.47 3.68 0.100
C -0.95 1.68 4.17 -0.099
H -2.25 7.42 5.96 0.071
H -3.16 6.02 5.38 0.060
H -1.65 6.48 4.59 0.069
H -1.88 5.47 7.46 0.111
H -0.38 5.97 6.66 0.115
H -1.83 3.27 7.77 0.112
H -1.50 2.16 6.46 0.103
H -3.92 4.03 6.69 0.066
H -3.93 2.26 6.76 0.072
H -3.55 3.09 5.24 0.058
H 2.13 3.02 4.42 0.122
H 2.66 0.76 3.46 0.113
H 0.81 -0.82 3.06 0.076
H -2.00 1.93 4.25 0.105
N 1.93 -1.71 1.03 0.123
C 2.83 -2.19 1.58 -0.200
C 3.81 -2.81 2.38 -0.297
C 3.51 -3.00 3.75 -0.287
N 3.26 -3.18 4.87 0.073
C 4.99 -3.34 1.81 -0.272
N 5.95 -3.79 1.36 0.094
```